DFT (the ωB97M-V functional and the def2-TZVPD basis) results for a molecular structure, C10H30CuO10.

E_LUMO   -2.84 eV
Spin multiplicity   1
Total energy   -2791.598217 Eh
Charge   +1

Geometry (Å):
1 Cu -0.44 -0.21 -0.69
2 C 2.59 1.44 -0.13
3 C 3.41 0.76 -1.21
4 O 4.47 -0.03 -0.69
5 O 1.57 0.58 0.44
6 H 2.04 2.27 -0.58
7 H 3.23 1.80 0.67
8 H 3.89 1.54 -1.81
9 H 2.76 0.17 -1.86
10 H 4.13 -0.87 -0.37
11 H 2.02 -0.06 0.99
12 C -1.94 1.76 -3.09
13 C -0.69 1.10 -3.56
14 O 0.31 1.07 -2.52
15 O -2.41 0.96 -1.99
16 H -2.68 1.74 -3.89
17 H -1.79 2.79 -2.77
18 H -0.29 1.62 -4.43
19 H -0.92 0.08 -3.88
20 H 1.12 1.40 -2.93
21 H -3.23 1.33 -1.65
22 C -0.96 -3.05 -1.77
23 C 0.09 -3.31 -0.76
24 O 0.97 -2.16 -0.83
25 O -1.69 -1.96 -1.23
26 H -1.57 -3.94 -1.96
27 H -0.49 -2.81 -2.73
28 H 0.61 -4.25 -0.93
29 H -0.38 -3.33 0.23
30 H 1.78 -2.34 -0.35
31 H -2.36 -1.65 -1.85
32 C -0.30 3.25 2.00
33 C -0.92 2.78 0.70
34 O -1.42 1.44 0.82
35 O 0.88 2.53 2.31
36 H -1.04 3.13 2.81
37 H -0.07 4.31 1.93
38 H -0.17 2.78 -0.10
39 H -1.73 3.46 0.41
40 H -2.34 1.46 1.11
41 H 0.86 1.70 1.82
42 C -0.82 -2.60 3.98
43 C -1.32 -1.52 3.07
44 O -0.58 -1.41 1.84
45 O 0.32 -2.24 4.76
46 H -0.57 -3.47 3.36
47 H -1.61 -2.85 4.68
48 H -1.28 -0.55 3.58
49 H -2.35 -1.71 2.78
50 H 0.34 -1.21 2.04
51 H 0.94 -1.73 4.21

Atomic partial charges in e from the natural (NBO) method, atoms 1 to 2:
1 Cu 0.886
2 C -0.101